Record 1
An isolated molecule of C4H7NO at a distorted geometry. Source: OMol25; level of theory: ωB97M-V with the def2-TZVPD basis set.

Last column: natural (NBO) charge in e.
Geometry (Å):
1 O -1.531 0.131 0.051  -0.550
2 N 1.857 -0.198 0.047  -0.534
3 C -0.827 -1.047 0.129  -0.083
4 C -0.525 1.146 -0.252  -0.128
5 C 0.595 -0.738 -0.302  -0.091
6 C 0.706 0.626 0.458  -0.138
7 H -0.449 1.251 -1.361  0.194
8 H 0.733 0.598 1.542  0.207
9 H 0.193 -0.340 -1.259  0.159
10 H -0.915 1.887 0.359  0.208
11 H -1.541 -1.682 -0.591  0.192
12 H -0.984 -1.469 1.152  0.179
13 H 2.515 0.174 -0.774  0.385

For the relative energy (zero: lowest compared OMol25 entry of this formula, charge and spin), the calculation gives 6.6682 eV. Its charge is 0. Its molar mass is 85.11 g/mol. The value obtained for the electronic energy is -7792.9761 eV. Its HOMO-LUMO gap is 0.36987 hartree. Its structure (SMILES) is C1OC[C@@H]2N[C@@H]12. Its HOMO energy is -9.155 eV. As for the spin multiplicity: 1.


Record 2
A structure of composition C45H63N3P2S5SbSiTi. Source: OMol25; level of theory: ωB97M-V with the def2-TZVPD basis set.

Last column: Löwdin charge in e.
Geometry (Å):
1 Sb -1.556 -1.838 -6.481  0.165
2 Ti 0.256 -1.333 -3.716  -0.014
3 S -0.563 -0.847 -8.273  -0.448
4 S 0.151 -3.094 -5.253  -0.098
5 S -1.438 -0.137 -4.579  -0.018
6 S 5.215 -1.016 -4.101  0.803
7 S 2.320 -0.403 -4.774  0.604
8 P 2.187 -0.516 0.279  1.129
9 P -2.093 0.856 0.287  1.150
10 Si 0.312 1.120 -2.141  0.583
11 N 3.229 -2.024 -2.823  -0.084
12 N -0.624 -2.629 -2.265  -0.057
13 N 1.885 -2.230 -2.639  -0.196
14 C -2.378 1.113 3.029  -0.243
15 C -2.249 3.814 3.148  -0.204
16 C -0.197 -2.748 2.874  -0.203
17 C -4.634 -1.311 1.806  -0.198
18 C -3.421 -1.602 0.921  -0.197
19 C -3.553 2.741 -1.210  -0.136
20 C -2.390 3.238 1.731  -0.200
21 C -3.312 3.230 4.072  -0.210
22 C 1.708 1.235 0.568  -0.377
23 C -1.405 2.058 -2.139  -0.345
24 C -0.269 -4.418 -0.662  -0.057
25 C -3.079 1.720 4.251  -0.195
26 C 2.157 1.949 1.686  -0.114
27 C 2.142 -1.003 3.197  -0.215
28 C -2.871 3.620 -3.320  -0.093
29 C 5.257 0.486 -5.096  -0.456
30 C 4.657 -1.788 0.529  -0.213
31 C 1.173 3.956 0.848  -0.112
32 C -3.203 -0.574 -0.198  -0.415
33 C -1.605 -4.681 -0.636  -0.101
34 C 1.321 2.324 -3.249  -0.294
35 C -2.376 1.991 -1.122  -0.380
36 C -5.698 -0.023 -0.063  -0.203
37 C 0.271 -2.309 4.259  -0.211
38 C -3.805 3.561 -2.295  -0.103
39 C 4.622 0.483 -0.578  -0.216
40 C 0.239 -3.415 -1.524  -0.301
41 C 6.029 -1.804 -0.153  -0.207
42 C -5.899 -1.124 0.974  -0.209
43 C 6.818 -0.549 0.205  -0.206
44 C 0.742 3.256 -0.266  -0.135
45 C 3.476 -1.220 -3.801  -1.076
46 C -2.867 1.768 1.729  -0.444
47 C 1.704 -1.474 1.811  -0.441
48 C -1.703 2.881 -3.236  -0.151
49 C 0.195 -1.726 1.809  -0.234
50 C 4.022 -0.378 0.535  -0.453
51 C -2.469 -3.944 -1.487  -0.108
52 C 6.121 0.709 -0.352  -0.191
53 C 1.883 3.296 1.843  -0.109
54 C -1.934 -2.946 -2.257  -0.186
55 C 1.773 -2.033 4.266  -0.208
56 C 0.976 1.881 -0.442  -0.312
57 C 1.593 -3.154 -1.739  -0.165
58 C -4.508 -0.343 -0.964  -0.189
59 H 0.955 5.015 0.941  0.095
60 H 6.264 1.543 0.342  0.100
61 H 2.384 2.111 -3.105  0.001
62 H -4.291 2.673 -0.418  0.088
63 H 2.755 1.451 2.438  0.078
64 H -2.317 4.905 3.112  0.103
65 H 6.312 0.694 -5.272  0.019
66 H 4.241 0.112 1.492  0.094
67 H 0.189 3.794 -1.028  0.094
68 H -2.517 0.032 3.019  0.081
69 H -2.559 -2.348 -2.910  0.087
70 H 6.895 -0.482 1.296  0.102
71 H -0.317 -0.776 1.998  0.074
72 H 4.106 1.444 -0.635  0.107
73 H -4.036 1.215 4.415  0.099
74 H -2.002 -5.452 0.014  0.092
75 H 0.259 -3.714 2.625  0.109
76 H 6.578 -2.705 0.135  0.103
77 H -4.735 -1.276 -1.499  0.116
78 H -4.297 3.404 3.625  0.107
79 H -1.429 3.312 1.217  0.082
80 H 2.384 -3.688 -1.225  0.110
81 H -2.517 -1.700 1.526  0.071
82 H -1.279 -2.906 2.873  0.095
83 H -6.751 -0.894 1.623  0.100
84 H -4.725 4.134 -2.348  0.089
85 H 2.312 -2.967 4.067  0.110
86 H 7.841 -0.615 -0.175  0.096
87 H -0.259 -1.389 4.536  0.107
88 H 6.581 1.003 -1.298  0.099
89 H 1.110 2.169 -4.309  -0.003
90 H -4.470 -0.406 2.397  0.083
91 H -0.131 -2.059 0.821  0.087
92 H 3.217 -0.804 3.225  0.097
93 H 1.141 3.374 -2.999  0.015
94 H 2.092 -1.686 5.255  0.101
95 H -3.055 4.238 -4.192  0.094
96 H 4.754 -2.142 1.562  0.103
97 H 0.015 -3.063 5.011  0.100
98 H 5.890 -1.849 -1.236  0.082
99 H -4.767 -2.130 2.520  0.107
100 H -5.534 0.929 0.452  0.089
101 H -3.531 -4.145 -1.529  0.091
102 H -1.296 1.272 3.090  0.107
103 H 4.801 1.318 -4.562  0.025
104 H -3.573 -2.578 0.445  0.096
105 H 1.630 -0.065 3.431  0.102
106 H -6.134 -2.062 0.457  0.110
107 H -0.997 2.941 -4.053  0.079
108 H 2.237 3.830 2.719  0.088
109 H -4.374 0.423 -1.728  0.099
110 H -2.511 -1.038 -0.909  0.069
111 H 4.002 -2.491 0.006  0.076
112 H 2.191 -2.444 1.621  0.103
113 H -3.316 3.734 5.042  0.097
114 H -6.599 0.100 -0.671  0.106
115 H -1.257 3.581 3.548  0.106
116 H -2.472 1.538 5.143  0.102
117 H 0.430 -4.978 -0.052  0.106
118 H 4.742 0.340 -6.042  0.014
119 H 4.457 -0.019 -1.533  0.067
120 H -3.962 1.743 1.707  0.092
121 H -3.092 3.847 1.157  0.101

For the relative energy (zero: lowest compared OMol25 entry of this formula, charge and spin), the calculation gives 0.0000 eV. As for the expectation value of S²: 0.77. Its charge is -2. Its molar mass is 1066.02 g/mol. The value obtained for the electronic energy is -162449.5988 eV. Its HOMO-LUMO gap (alpha / beta) is 0.16524 / 0.19795 hartree. Its HOMO energy (alpha / beta) is -0.652 / -1.543 eV. As for the spin multiplicity: 2.


Record 3
A structure of composition C16H18N2PdS2Se. Source: OMol25; level of theory: ωB97M-V with the def2-TZVPD basis set.

Last column: natural (NBO) charge in e.
Geometry (Å):
1 Pd 1.473 -1.046 -1.422  0.446
2 Se 3.212 0.523 -2.070  -1.071
3 S 0.556 -3.203 -0.438  -0.403
4 S -0.053 -0.740 -3.186  -0.237
5 N 0.895 -0.720 1.427  -0.503
6 N -0.250 0.990 -0.650  -0.485
7 C -0.280 3.114 -1.855  -0.283
8 C 0.109 -1.767 1.946  0.211
9 C -0.313 3.857 -3.032  -0.244
10 C -1.280 -2.638 3.754  -0.278
11 C -1.458 -3.813 3.033  -0.254
12 C -1.563 0.451 -0.347  -0.411
13 C 0.431 1.585 0.472  -0.235
14 C -0.082 -2.953 1.181  -0.191
15 C -0.248 1.726 -1.869  0.246
16 C -0.865 -3.953 1.788  -0.234
17 C 0.524 0.649 1.690  -0.192
18 C -0.268 1.796 -4.263  -0.237
19 C -0.489 -1.638 3.203  -0.284
20 C 2.286 -1.015 1.157  -0.369
21 C -0.323 3.186 -4.244  -0.242
22 C -0.208 1.028 -3.101  -0.167
23 H 2.586 -1.265 0.118  0.184
24 H -0.208 1.269 -5.209  0.204
25 H -2.068 -4.617 3.433  0.184
26 H -0.325 4.941 -2.992  0.181
27 H 2.907 -0.149 1.396  0.204
28 H -0.269 3.630 -0.903  0.194
29 H 2.588 -1.894 1.732  0.194
30 H 1.426 1.875 0.124  0.248
31 H -1.027 -4.859 1.213  0.203
32 H -0.454 0.632 2.169  0.193
33 H -0.089 2.488 0.854  0.132
34 H 1.218 1.129 2.399  0.163
35 H -2.244 1.232 0.042  0.136
36 H -1.732 -2.502 4.729  0.184
37 H -0.335 3.738 -5.178  0.184
38 H -0.310 -0.733 3.771  0.194
39 H -1.985 0.022 -1.254  0.230
40 H -1.485 -0.356 0.383  0.206

Its charge is -2. Its molar mass is 487.85 g/mol. The value obtained for the electronic energy is -110361.1873 eV. Its HOMO-LUMO gap (alpha / beta) is 0.17650 / 0.17654 hartree. Its HOMO energy (alpha / beta) is 0.230 / 0.229 eV. As for the spin multiplicity: 1.


Record 4
A structure of composition C38H30Cl4InN3O3PS2. Source: OMol25; level of theory: ωB97M-V with the def2-TZVPD basis set.

Last column: Löwdin charge in e.
Geometry (Å):
1 In -0.401 -0.414 -1.141  0.457
2 Cl 1.606 -4.153 1.757  0.725
3 Cl 3.152 -6.270 0.037  0.622
4 Cl 2.520 -3.070 -4.300  0.677
5 Cl 3.607 -5.743 -3.020  0.628
6 S -1.815 -0.136 -3.183  0.628
7 S -0.366 2.035 -1.003  0.596
8 P -2.438 -1.294 1.139  1.140
9 O 0.309 -2.030 0.095  -0.249
10 O -0.774 0.215 3.098  -0.082
11 O 1.029 -1.397 -2.398  -0.221
12 N -1.020 1.470 2.576  0.024
13 N 2.980 1.084 -1.699  0.148
14 N 2.525 -0.037 0.750  0.147
15 C 3.623 0.749 0.594  -0.143
16 C -4.591 -1.217 2.953  -0.082
17 C 1.740 -3.943 0.038  -0.581
18 C 1.131 -2.839 -0.547  -0.383
19 C 1.458 -2.531 -1.902  -0.395
20 C -1.579 -5.230 1.903  -0.108
21 C -2.033 -2.861 1.998  -0.363
22 C -1.532 -4.092 4.013  -0.090
23 C -3.608 1.905 -3.631  -0.148
24 C -3.422 0.871 2.737  -0.198
25 C -4.203 -0.799 -0.895  -0.129
26 C 5.650 1.843 1.443  -0.077
27 C -2.434 3.695 -1.681  -0.144
28 C -3.857 -1.772 0.042  -0.344
29 C -5.964 -2.185 -1.751  -0.090
30 C 2.714 -4.615 -2.061  -0.723
31 C -1.833 2.327 -1.939  -0.789
32 C -3.525 -0.491 2.420  -0.283
33 C -5.643 -3.156 -0.810  -0.087
34 C -1.429 -5.265 3.283  -0.112
35 C -2.253 1.714 2.403  -0.140
36 C 4.925 2.206 -0.835  -0.045
37 C 2.501 -4.852 -0.714  -0.720
38 C -5.243 -1.003 -1.790  -0.077
39 C 4.348 0.260 2.842  -0.022
40 C 3.281 -0.580 2.958  -0.050
41 C -4.597 -2.954 0.078  -0.098
42 C 2.376 -0.681 1.881  -0.157
43 C -1.828 -2.894 3.374  -0.094
44 C -5.508 0.757 3.958  -0.086
45 C -4.439 1.485 3.472  -0.044
46 C 3.840 1.358 -0.689  -0.250
47 C -1.858 -4.035 1.263  -0.125
48 C -5.566 -0.610 3.722  -0.076
49 C 4.556 0.967 1.637  -0.164
50 C -2.389 1.486 -2.831  -0.800
51 C 5.807 2.450 0.228  -0.107
52 C 2.214 -3.440 -2.637  -0.611
53 H -3.522 3.674 -1.756  0.063
54 H -2.060 4.428 -2.403  0.078
55 H -6.208 -4.080 -0.775  0.098
56 H 6.638 3.128 0.069  0.097
57 H -4.361 -3.729 0.794  0.095
58 H 1.512 -1.333 1.952  0.069
59 H -4.484 2.065 -2.994  0.067
60 H -1.379 -4.107 5.086  0.099
61 H 3.110 -1.166 3.852  0.103
62 H -6.383 -1.198 4.123  0.101
63 H -1.198 -6.200 3.779  0.099
64 H -2.438 2.739 2.092  0.117
65 H -1.907 -1.979 3.948  0.099
66 H -6.770 -2.359 -2.452  0.098
67 H -3.854 1.134 -4.358  0.049
68 H -6.288 1.248 4.527  0.099
69 H 0.179 0.112 2.980  0.074
70 H -3.650 0.135 -0.923  0.075
71 H -2.160 4.041 -0.685  0.047
72 H -1.936 -4.008 0.184  0.117
73 H -4.669 -2.275 2.736  0.104
74 H -5.468 -0.251 -2.535  0.096
75 H -1.450 -6.134 1.320  0.108
76 H 3.180 1.395 -2.630  0.109
77 H 5.096 2.682 -1.793  0.102
78 H -4.363 2.544 3.693  0.111
79 H 5.051 0.388 3.658  0.111
80 H 2.307 0.344 -1.588  0.035
81 H -3.421 2.837 -4.172  0.075
82 H 6.342 2.019 2.257  0.098

For the relative energy (zero: lowest compared OMol25 entry of this formula, charge and spin), the calculation gives 1.4921 eV. Its charge is -1. Its molar mass is 928.41 g/mol. The value obtained for the electronic energy is -136732.2917 eV. Its HOMO-LUMO gap is 0.25369 hartree. Its HOMO energy is -4.544 eV. As for the spin multiplicity: 1.